# 1
Molecular formula: C54H121N5O9
Method: DFT, the ωB97M-V functional and the def2-TZVPD basis

Its HOMO energy is -8.10 eV. The total energy comes out at -3080.5395 Eh. The calculation puts the gap between HOMO and LUMO at 8.3 eV. For the largest force on an atom, the calculation gives 3.6 eV Å⁻¹. The SMILES is CC1(C)CCCC(C)(C)N1O.CC1(C)CCCC(C)(C)N1O.CC1(C)CCCC(C)(C)N1O.CC1(C)CCCC(C)(C)N1O.CC1(C)CCCC(C)(C)N1O.CC(C)O.CC(C)O.CC(C)O.O.

Structure (ORCA input):
```
! wB97M-V def2-TZVPD RIJCOSX def2/J DEFGRID3
* xyz 0 1
C -5.15 -4.80 -8.75
C -3.67 -4.69 -9.16
C -3.48 -3.31 -9.75
C -2.93 -4.91 -7.82
C -1.50 -5.33 -7.86
C -1.38 -6.59 -8.67
C -1.99 -6.34 -10.12
C -1.00 -5.52 -11.00
C -2.12 -7.77 -10.71
N -3.37 -5.81 -10.05
O -3.94 -5.77 -11.31
H -5.37 -4.11 -7.94
H -5.70 -4.58 -9.67
H -5.29 -5.79 -8.31
H -2.45 -3.01 -9.94
H -4.08 -3.25 -10.66
H -3.93 -2.57 -9.09
H -2.93 -3.97 -7.27
H -3.31 -5.68 -7.15
H -0.94 -4.49 -8.28
H -1.07 -5.54 -6.88
H -1.94 -7.44 -8.29
H -0.34 -6.90 -8.82
H -1.45 -5.01 -11.86
H -0.25 -6.23 -11.33
H -0.31 -4.94 -10.38
H -1.20 -8.35 -10.66
H -2.32 -7.72 -11.78
H -2.88 -8.35 -10.19
H -4.71 -6.34 -11.24
C 14.06 1.83 3.12
C 12.84 0.87 2.82
C 13.02 0.05 1.57
C 12.71 -0.16 4.00
C 11.28 -0.75 4.15
C 10.22 0.34 4.13
C 10.20 1.27 2.87
C 9.55 0.52 1.63
C 9.24 2.43 3.25
N 11.64 1.78 2.71
O 11.87 2.67 1.69
H 14.96 1.21 3.09
H 14.28 2.70 2.50
H 14.14 2.27 4.11
H 12.15 -0.52 1.27
H 13.18 0.73 0.73
H 13.87 -0.64 1.63
H 13.37 -1.02 3.96
H 12.95 0.37 4.92
H 11.11 -1.48 3.36
H 11.36 -1.18 5.15
H 10.53 0.96 4.98
H 9.28 -0.18 4.32
H 10.16 0.65 0.74
H 8.54 0.86 1.40
H 9.38 -0.53 1.87
H 9.25 3.12 2.41
H 9.51 2.92 4.18
H 8.24 2.08 3.49
H 12.35 3.40 2.09
C 2.49 -7.37 -0.52
C 3.24 -8.68 0.04
C 3.92 -8.42 1.44
C 2.17 -9.69 0.40
C 1.65 -10.44 -0.85
C 2.73 -10.87 -1.86
C 3.78 -9.76 -2.28
C 5.01 -10.51 -2.87
C 3.15 -8.83 -3.37
N 4.23 -9.22 -0.98
O 5.21 -8.24 -1.26
H 2.23 -6.73 0.33
H 3.25 -6.79 -1.04
H 1.63 -7.50 -1.18
H 4.64 -7.61 1.38
H 3.14 -8.12 2.14
H 4.42 -9.36 1.67
H 2.53 -10.54 0.98
H 1.39 -9.30 1.05
H 1.01 -11.30 -0.63
H 0.98 -9.71 -1.29
H 2.20 -11.02 -2.80
H 3.26 -11.70 -1.40
H 5.43 -11.35 -2.31
H 5.82 -9.89 -3.25
H 4.46 -10.88 -3.74
H 3.82 -8.00 -3.59
H 2.29 -8.30 -2.95
H 2.85 -9.30 -4.30
H 5.96 -8.59 -0.79
C -1.72 2.68 -2.75
C -0.82 2.67 -1.47
C -0.34 4.07 -1.04
C -1.67 2.35 -0.26
C -1.85 0.82 -0.18
C -0.52 0.07 -0.15
C 0.35 0.27 -1.48
C 1.78 -0.13 -1.09
C -0.21 -0.59 -2.64
N 0.38 1.76 -1.73
O 1.22 2.22 -2.83
H -2.05 1.65 -2.90
H -2.58 3.35 -2.72
H -1.16 2.90 -3.66
H -1.05 4.84 -0.73
H 0.30 3.93 -0.17
H 0.26 4.49 -1.85
H -1.36 2.79 0.68
H -2.73 2.62 -0.28
H -2.37 0.81 0.77
H -2.54 0.40 -0.91
H -0.74 -0.99 -0.04
H 0.09 0.52 0.63
H 2.43 -0.08 -1.96
H 1.89 -1.17 -0.78
H 2.11 0.55 -0.30
H -0.29 -1.63 -2.32
H 0.53 -0.67 -3.44
H -1.16 -0.17 -2.97
H 2.09 2.46 -2.49
C -6.68 4.21 6.35
C -7.90 3.31 6.50
C -7.28 2.06 7.17
C -8.74 4.01 7.60
C -10.17 3.38 7.75
C -10.85 3.58 6.36
C -10.13 2.84 5.13
C -10.50 1.38 5.29
C -10.82 3.25 3.78
N -8.62 3.01 5.17
O -8.04 2.17 4.21
H -5.95 3.81 5.64
H -7.09 5.11 5.91
H -6.20 4.33 7.33
H -6.93 1.36 6.42
H -6.45 2.24 7.86
H -8.03 1.47 7.71
H -8.22 4.02 8.56
H -8.86 5.06 7.36
H -9.99 2.37 8.10
H -10.84 3.94 8.41
H -10.88 4.65 6.15
H -11.92 3.36 6.29
H -9.99 1.05 6.19
H -10.17 0.68 4.53
H -11.56 1.22 5.48
H -11.90 3.15 3.87
H -10.53 2.55 3.00
H -10.53 4.18 3.28
H -7.79 2.83 3.56
C -1.14 10.57 1.82
C -0.84 10.63 3.31
C -1.55 9.52 4.10
O 0.51 10.54 3.40
H -2.18 10.34 1.63
H -0.50 10.06 1.10
H -0.88 11.57 1.49
H -1.24 11.54 3.76
H -1.51 9.58 5.19
H -1.37 8.50 3.77
H -2.62 9.57 3.93
H 0.59 9.88 4.10
C -6.04 7.28 -0.07
C -6.78 7.55 -1.36
C -5.76 8.09 -2.33
O -7.51 6.39 -1.72
H -5.58 8.15 0.40
H -5.25 6.54 -0.21
H -6.79 6.99 0.67
H -7.59 8.26 -1.18
H -5.11 8.82 -1.85
H -6.25 8.71 -3.08
H -5.23 7.25 -2.78
H -6.79 5.84 -2.04
C 3.48 5.20 7.55
C 2.86 6.09 6.45
C 2.33 5.43 5.16
O 1.74 6.74 7.06
H 3.14 4.20 7.80
H 3.25 5.84 8.40
H 4.55 5.26 7.34
H 3.58 6.88 6.23
H 1.45 4.84 5.40
H 3.08 4.89 4.58
H 2.03 6.13 4.38
H 1.23 6.20 7.67
O -7.49 1.41 -3.16
H -7.18 0.51 -3.03
H -8.44 1.33 -3.24
*
```



# 2
Molecular formula: C54H121N7O8
Method: DFT, the ωB97M-V functional and the def2-TZVPD basis

Its HOMO energy (alpha / beta) is 0.67 / -5.78 eV. The total energy comes out at -3114.7587 Eh. The calculation puts the gap between HOMO and LUMO (alpha / beta) at 1.5 / 7.9 eV. For the largest force on an atom, the calculation gives 4.9 eV Å⁻¹.

Structure (ORCA input):
```
! wB97M-V def2-TZVPD RIJCOSX def2/J DEFGRID3
* xyz -1 2
C 24.68 -23.50 -13.27
O 23.62 -22.54 -13.61
H 25.66 -23.14 -13.57
H 24.60 -23.51 -12.19
H 24.29 -24.43 -13.70
H 23.89 -21.68 -13.28
C 24.16 -18.63 -13.10
C 24.37 -17.46 -14.13
C 24.95 -16.06 -13.64
O 23.98 -15.35 -12.98
C 23.24 -14.48 -13.85
N 25.26 -17.94 -15.19
H 24.95 -18.59 -12.34
H 24.33 -19.58 -13.61
H 23.23 -18.61 -12.54
H 23.40 -17.09 -14.46
H 25.35 -15.56 -14.53
H 25.76 -16.33 -12.96
H 23.87 -13.79 -14.40
H 22.71 -13.79 -13.20
H 22.56 -15.04 -14.49
H 26.17 -18.19 -14.82
H 24.99 -18.85 -15.53
C 24.83 -20.00 -17.99
C 24.27 -21.26 -17.22
C 25.22 -22.40 -16.65
O 26.05 -23.24 -17.49
C 27.20 -23.73 -16.71
N 23.79 -20.59 -15.99
H 24.01 -19.29 -18.12
H 24.96 -20.17 -19.06
H 25.65 -19.45 -17.52
H 23.48 -21.73 -17.80
H 24.54 -23.04 -16.09
H 25.81 -21.97 -15.85
H 27.85 -22.92 -16.38
H 27.82 -24.31 -17.40
H 26.77 -24.34 -15.91
H 23.05 -19.99 -16.33
H 23.33 -21.28 -15.42
C 28.68 -30.29 -13.52
C 28.46 -29.02 -12.70
C 27.98 -27.80 -13.54
C 26.46 -27.55 -13.73
C 25.72 -27.73 -12.46
C 26.03 -29.08 -11.65
N 27.55 -29.14 -11.50
O 27.80 -30.29 -10.68
C 25.22 -28.96 -10.32
C 25.45 -30.25 -12.49
C 29.82 -28.58 -12.26
H 29.32 -30.14 -14.39
H 27.75 -30.75 -13.85
H 28.93 -31.19 -12.95
H 28.51 -26.87 -13.33
H 28.28 -27.94 -14.58
H 26.10 -28.13 -14.58
H 26.36 -26.49 -13.97
H 24.65 -27.88 -12.63
H 25.76 -26.87 -11.78
H 24.16 -29.00 -10.57
H 25.54 -29.69 -9.58
H 25.52 -28.13 -9.68
H 25.73 -31.27 -12.21
H 24.36 -30.21 -12.41
H 25.72 -30.11 -13.53
H 30.40 -29.33 -11.72
H 29.78 -27.71 -11.60
H 30.41 -28.13 -13.05
H 28.20 -29.83 -9.94
C 17.04 -22.24 -13.07
C 16.83 -20.90 -13.76
C 16.79 -19.63 -12.81
C 18.22 -19.21 -12.18
C 19.13 -18.84 -13.40
C 19.28 -20.14 -14.26
N 17.94 -20.64 -14.70
O 18.05 -21.54 -15.72
C 20.12 -19.64 -15.46
C 20.10 -21.21 -13.53
C 15.51 -20.94 -14.55
H 17.88 -22.17 -12.37
H 17.34 -23.03 -13.75
H 16.18 -22.53 -12.46
H 16.25 -18.80 -13.26
H 16.11 -19.77 -11.97
H 18.68 -19.88 -11.46
H 18.13 -18.36 -11.50
H 20.04 -18.47 -12.93
H 18.64 -18.09 -14.02
H 19.54 -18.89 -16.00
H 20.96 -19.02 -15.15
H 20.32 -20.51 -16.09
H 20.94 -21.38 -14.20
H 20.55 -20.88 -12.59
H 19.81 -22.24 -13.39
H 14.66 -20.92 -13.87
H 15.39 -21.89 -15.08
H 15.42 -20.18 -15.32
H 18.42 -22.20 -15.12
C 29.26 -24.83 -9.58
C 27.85 -24.35 -9.24
C 27.05 -25.59 -8.54
C 27.39 -25.83 -7.13
C 27.28 -24.51 -6.36
C 28.18 -23.24 -6.83
N 27.95 -23.20 -8.28
O 28.59 -22.10 -8.92
C 27.69 -21.92 -6.29
C 29.62 -23.58 -6.47
C 27.10 -24.04 -10.53
H 29.99 -24.04 -9.73
H 29.68 -25.56 -8.89
H 29.28 -25.31 -10.56
H 25.98 -25.40 -8.59
H 27.06 -26.51 -9.12
H 26.70 -26.54 -6.67
H 28.39 -26.24 -6.96
H 27.50 -24.62 -5.30
H 26.25 -24.13 -6.41
H 28.33 -21.46 -5.53
H 26.77 -22.14 -5.75
H 27.43 -21.13 -7.00
H 29.71 -23.80 -5.41
H 30.37 -22.81 -6.67
H 29.95 -24.44 -7.05
H 27.44 -23.12 -10.99
H 26.91 -24.98 -11.06
H 26.14 -23.71 -10.13
H 28.38 -21.40 -8.30
C 19.16 -24.24 -16.74
C 19.89 -25.66 -16.86
C 21.28 -25.62 -17.54
C 22.52 -25.41 -16.66
C 22.41 -26.15 -15.38
C 21.13 -26.03 -14.55
N 19.97 -26.24 -15.46
O 18.75 -26.26 -14.83
C 21.20 -27.08 -13.46
C 21.01 -24.62 -13.99
C 19.06 -26.56 -17.85
H 18.21 -24.17 -16.21
H 19.14 -23.74 -17.72
H 19.85 -23.73 -16.08
H 21.45 -26.41 -18.28
H 21.24 -24.70 -18.12
H 22.70 -24.34 -16.55
H 23.36 -25.80 -17.23
H 23.26 -26.13 -14.69
H 22.42 -27.22 -15.60
H 20.97 -28.10 -13.79
H 22.10 -27.24 -12.87
H 20.49 -26.94 -12.65
H 20.03 -24.58 -13.50
H 21.72 -24.44 -13.19
H 21.08 -23.83 -14.74
H 17.98 -26.45 -17.81
H 19.22 -27.64 -17.74
H 19.27 -26.31 -18.89
H 18.45 -27.16 -14.68
C 22.89 -22.68 -10.26
C 22.70 -23.86 -9.26
C 23.53 -23.53 -7.97
C 22.71 -22.63 -6.98
C 21.31 -23.21 -6.65
C 20.47 -23.40 -7.94
N 21.35 -24.15 -8.86
O 20.60 -24.46 -9.98
C 19.27 -24.20 -7.41
C 20.16 -21.98 -8.41
C 23.22 -25.19 -9.84
H 23.91 -22.35 -10.45
H 22.45 -21.80 -9.78
H 22.29 -22.94 -11.13
H 24.03 -24.38 -7.51
H 24.35 -22.86 -8.25
H 22.62 -21.61 -7.34
H 23.10 -22.53 -5.97
H 20.89 -22.45 -5.99
H 21.28 -24.16 -6.12
H 18.57 -23.67 -6.77
H 18.65 -24.41 -8.28
H 19.61 -25.12 -6.94
H 20.88 -21.17 -8.34
H 19.86 -21.86 -9.45
H 19.32 -21.47 -7.93
H 23.14 -26.02 -9.13
H 24.26 -25.14 -10.15
H 22.67 -25.37 -10.76
H 20.47 -25.40 -9.88
*
```